A structure of composition C30H60AsF6O30 in a non-equilibrium geometry, computed with ωB97M-V/def2-TZVPD.

LUMO energy   0.076 Eh
Max |F|   1.941 eV Å⁻¹
Energy relative to the best compared isomer or geometry (same formula, charge and spin)   0.0 kcal per mole
Multiplicity   1
Charge   -1
Kohn-Sham gap   0.3698 hartree

Cartesian coordinates (Å):
As: -0.3707 -1.0849 0.1583
F: -0.5402 -2.8222 0.1956
F: 0.8620 -1.2542 -1.0863
F: -0.3067 0.6511 0.1607
F: -1.6348 -1.0443 1.3893
F: 0.8954 -1.0135 1.3817
F: -1.6648 -1.0242 -1.0249
C: 5.6977 -3.7362 2.7216
O: 5.2840 -2.7107 1.8643
C: 5.0504 -3.0237 0.6004
O: 4.9285 -4.1366 0.1700
O: 4.9089 -1.8845 -0.0671
C: 4.3042 -1.9076 -1.3553
H: 5.9463 -3.3261 3.6982
H: 6.6502 -4.1663 2.3840
H: 5.0370 -4.5941 2.8431
H: 4.6322 -2.7992 -1.8928
H: 4.6336 -1.0464 -1.9312
H: 3.2244 -1.8947 -1.2126
C: 1.4934 -5.0216 -0.9687
O: 2.3652 -5.3776 -2.0353
C: 2.0822 -6.4826 -2.7132
O: 1.4216 -7.4243 -2.3611
O: 2.7165 -6.3975 -3.8941
C: 2.2132 -7.2505 -4.9405
H: 1.7547 -5.6601 -0.1226
H: 0.4239 -5.1282 -1.1582
H: 1.6141 -3.9776 -0.6942
H: 1.8765 -8.2186 -4.5767
H: 2.9970 -7.3533 -5.6797
H: 1.3330 -6.7119 -5.2916
C: -3.4877 3.6513 -2.4615
O: -3.7344 2.8209 -1.3409
C: -3.7040 3.3516 -0.0911
O: -3.6474 4.5057 0.1698
O: -3.9841 2.3772 0.7760
C: -3.7360 1.0015 0.4856
H: -4.1760 3.2410 -3.2127
H: -2.5298 3.4504 -2.9390
H: -3.7035 4.7041 -2.3064
H: -3.9688 0.5429 1.4434
H: -2.7296 0.7905 0.1309
H: -4.3986 0.5384 -0.2517
C: -4.3403 -8.5802 0.0226
O: -3.6602 -7.4065 -0.3664
C: -4.0865 -6.2266 0.0310
O: -4.9768 -6.0326 0.8246
O: -3.3340 -5.2812 -0.5252
C: -3.4371 -3.9771 0.0373
H: -3.6662 -9.4220 -0.1063
H: -5.2162 -8.7337 -0.6088
H: -4.6454 -8.5210 1.0672
H: -4.4174 -3.6740 0.3982
H: -3.0493 -3.2884 -0.7077
H: -2.7642 -3.9065 0.8942
C: 2.6710 1.3079 -2.1517
O: 3.9657 1.7941 -2.5143
C: 4.2413 3.0707 -2.3412
O: 3.4415 3.9689 -2.3078
O: 5.5465 3.2096 -2.1532
C: 5.9844 4.5434 -1.9268
H: 2.2619 1.8485 -1.3006
H: 2.7500 0.2668 -1.8647
H: 2.0120 1.4204 -3.0113
H: 7.0597 4.4807 -1.7607
H: 5.6006 4.9680 -1.0009
H: 5.8047 5.1732 -2.7929
C: 2.1841 0.7475 2.9145
O: 3.0040 1.5734 3.7421
C: 3.7876 0.9549 4.6206
O: 3.7830 -0.2194 4.8727
O: 4.5727 1.8714 5.1677
C: 5.3855 1.4448 6.2381
H: 1.2015 1.2069 2.8987
H: 2.1101 -0.2895 3.2196
H: 2.5086 0.7064 1.8741
H: 4.7410 1.1155 7.0532
H: 6.0695 2.2112 6.5929
H: 6.0411 0.6049 5.9969
C: -1.3248 2.8045 2.7442
O: -0.1567 3.5269 2.3901
C: -0.2979 4.7355 1.8542
O: -1.3200 5.3506 1.7584
O: 0.8505 5.1728 1.3380
C: 2.0164 4.3606 1.3276
H: -1.3127 2.1661 3.6291
H: -1.5126 2.1025 1.9346
H: -2.1970 3.4407 2.8842
H: 1.8657 3.4590 0.7386
H: 2.3202 4.1442 2.3515
H: 2.8307 4.9206 0.8713
C: -3.5716 -0.1326 -4.0297
O: -3.4484 -0.9052 -5.2433
C: -4.1305 -0.4658 -6.3027
O: -4.6983 0.5819 -6.3760
O: -4.0920 -1.3599 -7.2987
C: -3.4475 -2.5957 -7.1017
H: -2.7285 -0.4420 -3.4171
H: -4.5217 -0.3334 -3.5453
H: -3.4074 0.9098 -4.2946
H: -3.5694 -3.2669 -7.9557
H: -3.9311 -3.1940 -6.3250
H: -2.3779 -2.5043 -6.9276
C: 0.0864 3.6650 -2.1617
O: -0.8776 4.4682 -1.5003
C: -0.8817 5.8130 -1.6284
O: -1.6160 6.5543 -1.0742
O: 0.0158 6.1645 -2.5709
C: -0.1360 7.4687 -3.0831
H: 0.0387 3.8020 -3.2463
H: -0.2013 2.6350 -1.9558
H: 1.1192 3.8650 -1.8822
H: -0.0802 8.2011 -2.2771
H: -1.0403 7.6281 -3.6716
H: 0.6936 7.6945 -3.7538
C: -3.8535 -0.2630 4.6494
O: -3.9527 0.0709 6.0402
C: -3.3337 1.1477 6.4565
O: -2.7061 1.9113 5.7662
O: -3.5568 1.2888 7.7620
C: -2.9243 2.3664 8.4149
H: -4.5974 0.3125 4.0981
H: -4.0708 -1.3250 4.5990
H: -2.8830 -0.0496 4.2063
H: -2.8052 2.1947 9.4833
H: -3.5224 3.2692 8.2878
H: -1.9153 2.5568 8.0481



The molecule C5H9FO2 in a non-equilibrium geometry, computed with ωB97M-V/def2-TZVPD.

LUMO energy   0.024 Eh
Max |F|   2.306 eV Å⁻¹
Energy relative to the best compared isomer or geometry (same formula, charge and spin)   44.4 kcal per mole
Multiplicity   1
Kohn-Sham gap   0.3423 hartree

Cartesian coordinates (Å):
C: 0.9070 -1.6081 -1.0256
O: -0.2087 -0.8416 -0.7016
C: -0.1863 0.0307 0.3145
C: -1.1414 0.9332 0.3912
C: -2.3263 0.9409 -0.4341
F: -3.1562 2.0293 -0.1082
C: 1.1172 0.1117 1.0807
O: 2.1530 0.6454 0.2893
H: 1.0720 -2.3413 -0.2309
H: 1.8067 -1.0237 -1.1448
H: 0.6256 -2.1385 -1.9488
H: -1.0362 1.6421 1.2142
H: -2.0366 1.0102 -1.4892
H: -2.9783 0.0421 -0.4644
H: 1.0544 0.7359 1.9906
H: 1.4029 -0.8434 1.4244
H: 2.9312 0.6749 0.8428



A structure of composition C32H48BF7IrN6O5P2S3 in a non-equilibrium geometry, computed with ωB97M-V/def2-TZVPD.

LUMO energy (spin up / spin down)   -0.033 / -0.061 Eh
⟨S²⟩   0.76
Max |F|   4.610 eV Å⁻¹
Energy relative to the best compared isomer or geometry (same formula, charge and spin)   82.6 kcal per mole
Multiplicity   2
Kohn-Sham gap (spin up / spin down)   0.2608 / 0.2353 hartree

Cartesian coordinates (Å):
Ir: -0.6257 -0.1612 -0.7765
F: -0.3806 -5.3201 0.9286
C: 0.2242 -4.5888 1.8703
F: 1.5325 -4.5160 1.5471
F: 0.1479 -5.2737 3.0247
C: -0.3861 -3.2189 2.0090
C: -0.8929 -2.8000 3.2105
C: -1.3986 -1.5088 3.3254
C: -1.3833 -0.6850 2.2291
N: -0.9144 -1.0983 1.0347
C: -0.4046 -2.3377 0.9086
S: 0.1666 -2.6484 -0.6539
H: -0.8872 -3.4712 4.0588
H: -1.8029 -1.1426 4.2578
H: -1.7611 0.3166 2.2708
F: 2.0479 3.3136 -3.2919
B: 1.3857 2.1099 -3.2531
F: 0.5936 1.9911 -2.0782
F: 2.3214 1.0232 -3.2325
F: 0.5344 1.8945 -4.3490
C: -4.3116 -0.6885 0.7428
C: -5.0992 0.5833 0.5171
C: -5.6914 0.6751 -0.8727
O: -4.3039 1.7458 0.8641
P: -3.2101 2.5835 0.0727
S: -3.6923 3.2578 -1.6145
S: -1.3163 1.6663 0.3421
O: -2.9168 3.7370 1.1346
C: -3.0385 3.8267 2.5780
C: -2.5628 2.6099 3.3446
C: -4.4653 4.2077 2.9186
H: -4.9363 -1.5541 0.5152
H: -3.9895 -0.7631 1.7818
H: -3.4327 -0.7299 0.0925
H: -5.9052 0.6337 1.2517
H: -4.9209 0.6018 -1.6437
H: -6.2128 1.6196 -1.0178
H: -6.3968 -0.1482 -0.9988
H: -2.3788 4.6626 2.8129
H: -3.1994 1.7475 3.1373
H: -2.6222 2.8302 4.4119
H: -1.5294 2.3644 3.1015
H: -5.1447 3.3777 2.7250
H: -4.7807 5.0622 2.3214
H: -4.5300 4.4772 3.9746
O: 1.2772 -0.0300 0.0609
P: 2.7517 0.1647 0.3464
N: 3.7213 -0.9625 -0.3450
C: 4.4241 -2.0048 0.4364
C: 4.7594 -3.0878 -0.5930
C: 4.7561 -2.3433 -1.9251
C: 3.5964 -1.3758 -1.7539
N: 3.3407 1.6050 -0.0695
C: 4.5349 1.8996 -0.8873
C: 4.6591 3.4327 -0.8153
C: 3.7891 3.8444 0.3743
C: 2.6391 2.8526 0.2934
N: 2.9377 0.0385 1.9691
C: 4.1660 0.4658 2.6554
C: 4.3553 -0.5853 3.7433
C: 2.9195 -0.9472 4.1255
C: 2.1559 -0.8850 2.7980
H: 3.8015 -2.4031 1.2372
H: 5.3317 -1.5940 0.8868
H: 3.9791 -3.8515 -0.5944
H: 5.7093 -3.5730 -0.3735
H: 4.6236 -3.0025 -2.7818
H: 5.6861 -1.7859 -2.0575
H: 2.6493 -1.9021 -1.9148
H: 3.6468 -0.5165 -2.4171
H: 4.4009 1.5764 -1.9154
H: 5.4094 1.3934 -0.4728
H: 4.2571 3.8699 -1.7286
H: 5.6962 3.7484 -0.7089
H: 3.4516 4.8780 0.3124
H: 4.3355 3.7089 1.3118
H: 1.9329 3.1384 -0.4863
H: 2.0912 2.7249 1.2284
H: 4.0287 1.4582 3.0967
H: 5.0073 0.5291 1.9642
H: 4.9360 -0.2053 4.5831
H: 4.8702 -1.4594 3.3405
H: 2.5199 -0.2147 4.8295
H: 2.8434 -1.9318 4.5866
H: 1.1420 -0.5168 2.9279
H: 2.0992 -1.8714 2.3340
O: -2.6109 -3.6527 -1.8901
C: -2.7304 -2.5412 -2.3228
N: -2.2731 -1.3289 -1.7384
C: -2.6483 -0.3358 -2.5415
O: -2.2716 0.8158 -2.2511
C: -3.3771 -0.7737 -3.7451
C: -3.8785 -0.1088 -4.8417
C: -4.4740 -0.8973 -5.8251
C: -4.5445 -2.2828 -5.6936
C: -4.0204 -2.9380 -4.5793
C: -3.4351 -2.1510 -3.6123
H: -3.8085 0.9674 -4.9268
H: -4.8845 -0.4280 -6.7094
H: -5.0105 -2.8631 -6.4795
H: -4.0592 -4.0148 -4.4801
N: 0.1971 -0.4972 -2.6377
H: -0.1494 0.2143 -3.2928
H: 0.0184 -1.4290 -2.9875
H: 1.1989 -0.2991 -2.5800



A structure of composition C21H17FNNaO4S2 in a non-equilibrium geometry, computed with ωB97M-V/def2-TZVPD.

LUMO energy   -0.037 Eh
Max |F|   4.336 eV Å⁻¹
Energy relative to the best compared isomer or geometry (same formula, charge and spin)   0.0 kcal per mole
Multiplicity   1
Kohn-Sham gap   0.1315 hartree

Cartesian coordinates (Å):
C: 0.9349 -1.2003 4.7262
C: 2.1351 -1.3484 4.0222
C: 2.1392 -1.9809 2.7768
C: 0.9219 -2.3853 2.2250
S: 0.8970 -3.1114 0.5832
N: 0.1179 -1.8848 -0.5364
F: -0.7902 -0.9094 0.3230
S: -0.8579 -2.8742 -1.6566
C: -1.5053 -1.5993 -2.7577
C: -2.0467 -0.4553 -2.1897
C: -2.4750 0.5893 -3.0024
C: -2.3755 0.4504 -4.3911
C: -1.9025 -0.7390 -4.9537
C: -1.4691 -1.7889 -4.1396
O: 0.1720 -3.6060 -2.3456
O: -2.0065 -3.5284 -1.0792
O: 2.2550 -3.1578 0.0933
O: 0.1069 -4.3101 0.6971
C: -0.2684 -2.3205 2.9474
C: -0.2637 -1.6889 4.1901
H: 0.9300 -0.6943 5.6948
H: 3.0694 -0.9522 4.4261
H: 3.0583 -2.1351 2.2117
H: -2.0791 -0.3757 -1.1119
H: -2.9184 1.4715 -2.5235
H: -2.6935 1.2773 -5.0302
H: -1.9028 -0.8701 -6.0373
H: -1.1110 -2.7408 -4.5401
H: -1.1750 -2.7488 2.5242
H: -1.2031 -1.5793 4.7331
C: 1.8023 2.8780 -0.9439
Na: 0.3445 0.4291 -2.9576
C: -0.4282 3.3328 -1.1133
C: -0.2750 2.0173 -0.6627
C: 1.0685 1.9932 -0.1009
C: 0.8658 3.9622 -0.8087
C: 1.0195 4.6953 0.4310
C: 1.2528 3.8800 1.5462
C: 0.9602 1.4370 2.2758
C: 1.1829 2.4058 1.3550
H: 2.8266 2.8829 -1.2889
H: -1.3467 3.8381 -1.4193
H: -1.0479 1.2996 -0.4399
H: 0.9043 5.7813 0.4694
H: 1.4296 4.2791 2.5574
H: 0.9865 1.6334 3.3444
H: 0.7605 0.4518 1.8768



A structure of composition C35H23Cl2N3O4S5Sn, computed with ωB97M-V/def2-TZVPD.

LUMO energy   0.153 Eh
Max |F|   0.942 eV Å⁻¹
Energy relative to the best compared isomer or geometry (same formula, charge and spin)   26.0 kcal per mole
Multiplicity   1
Charge   -2
Kohn-Sham gap   0.2105 hartree

Cartesian coordinates (Å):
Sn: 1.0273 -0.6458 -0.9119
S: 3.5772 -0.8486 -1.8237
C: 4.1827 0.7918 -1.9742
C: 5.5598 1.0032 -1.7675
C: 6.1564 2.2348 -1.9480
C: 5.3943 3.3375 -2.3298
C: 4.0372 3.1601 -2.5194
C: 3.4318 1.9152 -2.3361
S: 1.7202 1.7487 -2.7452
C: 0.9039 2.5953 -1.3392
C: -0.5558 2.4203 -1.6092
C: -1.3489 3.4640 -2.0602
C: -2.6968 3.2047 -2.2865
C: -3.1699 1.9237 -2.0826
C: -2.2772 0.9220 -1.6840
C: -2.8280 -0.4583 -1.4683
S: -1.6754 -1.8122 -1.1422
C: -1.8139 -2.7540 -2.6350
C: -2.1653 -4.0963 -2.4758
C: -2.2550 -4.9537 -3.5603
C: -2.0053 -4.4348 -4.8317
C: -1.6558 -3.1091 -4.9941
C: -1.5124 -2.2112 -3.9071
S: -1.0019 -0.5765 -4.1589
N: -1.0093 1.1848 -1.4420
H: 6.1535 0.1499 -1.4640
H: 7.2248 2.3377 -1.7957
H: 5.8501 4.3076 -2.4830
H: 3.4169 3.9903 -2.8379
H: 1.1879 3.6465 -1.3175
H: 1.2021 2.1175 -0.4059
H: -0.9223 4.4456 -2.2235
H: -3.3606 3.9910 -2.6268
H: -4.2131 1.6811 -2.2404
H: -3.4223 -0.7489 -2.3332
H: -3.4946 -0.4100 -0.6005
H: -2.3591 -4.4587 -1.4727
H: -2.5157 -5.9960 -3.4202
H: -2.0758 -5.0796 -5.7026
H: -1.4489 -2.7173 -5.9826
Cl: 2.9860 2.3572 2.7705
C: 2.7050 0.6433 2.9063
C: 2.8839 0.0293 4.1527
C: 2.6532 -1.3049 4.3162
Cl: 2.9026 -2.0368 5.8862
C: 2.2139 -2.0898 3.2260
C: 1.8966 -3.4627 3.2885
C: 1.4734 -4.1211 2.1686
C: 1.3793 -3.4140 0.9592
N: 1.6802 -2.1431 0.8782
C: 2.0671 -1.4578 1.9762
C: 2.2984 -0.0489 1.7710
O: 2.1377 0.4947 0.6172
H: 3.1982 0.6316 4.9939
H: 1.9797 -3.9764 4.2365
H: 1.2060 -5.1681 2.2019
H: 1.0512 -3.8994 0.0469
O: -2.3043 -0.8199 5.6377
S: -2.7439 -0.9178 4.2636
O: -3.8808 -1.7781 4.0276
N: -1.5343 -1.2134 3.2564
C: -1.3193 -0.2046 2.3963
O: -0.4604 -0.1750 1.5110
C: -2.2560 0.9652 2.6224
C: -2.3013 2.1678 1.9431
C: -3.2681 3.0964 2.3138
C: -4.1426 2.8329 3.3664
C: -4.0748 1.6311 4.0635
C: -3.1276 0.7124 3.6593
H: -1.5911 2.3690 1.1538
H: -3.3391 4.0366 1.7800
H: -4.8765 3.5773 3.6526
H: -4.7350 1.4245 4.8963



A cluster of 2 separate species, C6H11Br2N2 in total in a non-equilibrium geometry, computed with ωB97M-V/def2-TZVPD.

LUMO energy (spin up / spin down)   -0.215 / -0.215 Eh
Max |F|   4.991 eV Å⁻¹
Energy relative to the best compared isomer or geometry (same formula, charge and spin)   33.7 kcal per mole
Multiplicity   1
Charge   +1
Kohn-Sham gap (spin up / spin down)   0.2679 / 0.2679 hartree

Cartesian coordinates (Å):
C: -0.1703 0.5810 -1.8711
C: -1.0277 0.7540 0.2946
C: 1.2875 0.6788 0.1733
C: -0.0561 -1.1864 -1.7218
C: -0.8697 -0.8000 0.5319
C: 1.4539 -0.7408 -0.0920
N: 0.1104 1.0967 -0.5326
N: 0.2337 -1.3773 -0.3540
Br: -0.1491 0.4022 4.6740
Br: 3.0224 -1.6147 -0.6158
H: 0.6352 0.9806 -2.6067
H: -1.0873 0.8574 -2.2583
H: -1.9563 0.9779 -0.1260
H: -1.0682 1.1004 1.3068
H: 1.2151 1.0508 1.1893
H: 2.0446 1.3248 -0.1835
H: -1.0205 -1.7535 -2.0380
H: 0.8684 -1.5575 -2.3228
H: -0.6075 -0.9990 1.5893
H: -1.7521 -1.2736 0.1617
H: -1.1063 1.4982 4.8016